Entry 1:
Formula: C5H11N
Source: the OMol25 dataset
Level of theory: the ωB97M-V functional and the def2-TZVPD basis

Results
total charge = 0
SMILES = CN1CC1(C)C

Last column: Mulliken charge in e.
Element x y z (Å)
N  -0.7571  0.0315  0.7163  -0.216
C  0.1695  -0.3658  -0.3128  1.148
C  -1.0213  1.3349  1.2600  -0.828
C  1.3370  0.4866  -0.7835  -1.490
C  -0.5221  -1.1320  -1.4197  -1.430
C  0.2570  -0.9145  1.0804  -0.644
H  -1.3495  -1.7081  -0.9971  0.370
H  -0.1096  -1.9131  1.3180  0.227
H  -0.1981  2.0645  1.2368  0.305
H  -0.9453  -0.4200  -2.1403  0.294
H  0.1552  -1.8030  -1.9577  0.346
H  1.1272  -0.6065  1.6676  0.291
H  1.8430  1.0077  0.0356  0.372
H  -1.3544  1.2145  2.2962  0.293
H  -1.8637  1.7499  0.6949  0.259
H  2.0786  -0.1670  -1.2624  0.391
H  1.0288  1.2270  -1.5310  0.311

Entry 2:
Formula: C5H11N
Source: the OMol25 dataset
Level of theory: the ωB97M-V functional and the def2-TZVPD basis

Results
total charge = 0
SMILES = CC[C@H]1CN1C

Last column: Mulliken charge in e.
Element x y z (Å)
N  1.3010  -0.0723  -0.4728  -0.287
C  -1.1783  -0.4542  -0.5719  -0.329
C  0.0611  -0.1951  0.2499  -0.130
C  -2.4891  -0.0339  0.0981  -1.220
C  2.0916  1.1215  -0.2712  -0.841
C  1.2089  -1.1078  0.5313  -0.420
H  -2.4558  1.0286  0.3668  0.327
H  -1.2033  -1.4971  -0.9083  0.323
H  3.1142  0.9858  -0.6397  0.289
H  -3.3496  -0.1639  -0.5660  0.353
H  -0.0874  0.5355  1.0513  0.307
H  1.6732  -0.9667  1.5088  0.278
H  2.1329  1.4477  0.7798  0.319
H  1.2515  -2.1299  0.1552  0.248
H  -1.0175  0.1489  -1.4708  0.194
H  -2.7083  -0.5832  1.0214  0.323
H  1.6549  1.9361  -0.8619  0.268

Computed energy above the lowest of the compared OMol25 structures with the same formula, charge and spin, in the same sequence as the records: 1.333 1.358 eV.
Computed LUMO, in the same sequence as the records: 1.05 1.20 eV.
Computed HOMO-LUMO gap, in the same sequence as the records: 9.619 10.289 eV.